Here is a cluster of 2 separate species, C3H7O3 in total from the OMol25 dataset. Energies are from ωB97M-V/def2-TZVPD.

Values from the calculation:
ΔE to the lowest compared entry with this formula, charge and spin   139.9 kJ/mol
Charge   -1

Each line ends with the Löwdin charge.
Element x y z (Å)
C1 2.058 0.272 -0.329  -0.2117
O1 1.650 0.770 0.938  -0.2221
H1 0.692 0.387 1.125  0.0278
H2 2.649 0.988 -0.888  0.0549
H3 1.160 0.213 -1.024  0.0575
H4 2.342 -0.753 -0.208  0.0596
C2 -1.685 0.251 -0.401  -0.0417
C3 -1.475 -0.850 0.666  -0.7358
O2 -0.319 -0.764 1.240  -0.1264
O3 -2.322 -1.704 0.924  -0.0531
H5 -1.135 1.077 0.074  0.0714
H6 -2.651 0.090 -0.836  0.0472
H7 -0.964 0.024 -1.281  0.0725

***

Here is a cluster of 2 separate species, C2H9N4 in total from the OMol25 dataset. Energies are from ωB97M-V/def2-TZVPD.

Values from the calculation:
ΔE to the lowest compared entry with this formula, charge and spin   27.2 kJ/mol
Charge   +1

Each line ends with the Löwdin charge.
Element x y z (Å)
C1 1.318 -0.884 2.963  -0.0485
N1 0.389 -0.785 2.102  -0.0072
H1 2.267 -0.439 2.693  0.0742
H2 1.176 -1.355 3.931  0.0849
H3 -0.453 -1.283 2.396  0.0663
N2 -0.655 -0.893 -1.280  0.1950
C2 -0.391 0.436 -1.260  -0.4635
N3 -0.436 1.111 -2.434  0.1836
N4 -0.210 1.037 -0.100  0.2078
H4 -0.439 -1.339 -2.156  0.1293
H5 -0.273 -1.390 -0.485  0.1084
H6 -0.679 2.089 -2.321  0.1292
H7 -1.093 0.693 -3.087  0.1333
H8 0.252 1.926 -0.048  0.1373
H9 -0.189 0.394 0.719  0.0698

***

Here is a structure of composition C31H34AsN3O6S3W from the OMol25 dataset. Energies are from ωB97M-V/def2-TZVPD.

Values from the calculation:
ΔE to the lowest compared entry with this formula, charge and spin   88.3 kJ/mol
Charge   -2

Each line ends with the Löwdin charge.
Element x y z (Å)
W1 1.040 -0.438 -0.594  1.2966
S1 0.325 -0.036 1.716  0.6792
C1 1.612 0.907 2.429  -0.6460
C2 1.752 0.907 3.816  -0.0746
C3 2.762 1.616 4.453  -0.2121
C4 2.857 1.595 5.898  -0.1959
N1 2.915 1.572 7.047  0.1252
C5 3.670 2.349 3.675  -0.2107
C6 3.504 2.404 2.301  -0.0644
C7 2.462 1.724 1.643  -0.6743
S2 2.206 1.896 -0.055  0.6332
C8 4.800 3.023 4.288  -0.1896
N2 5.705 3.549 4.767  0.1282
H1 1.055 0.330 4.413  0.1115
H2 4.195 2.989 1.707  0.1070
O1 -0.020 3.239 -3.030  -0.2737
As1 -0.607 1.897 -2.013  0.9006
O2 -0.944 2.624 -0.598  -0.4563
O3 0.750 0.805 -2.156  -0.6763
C9 -1.778 1.137 -3.346  -0.2293
C10 -1.712 1.576 -4.659  -0.0839
C11 -2.348 0.839 -5.655  -0.0979
C12 -3.007 -0.342 -5.349  -0.0959
C13 -3.078 -0.789 -4.033  -0.0561
C14 -2.478 -0.040 -3.037  -0.2568
S3 -2.740 -0.418 -1.314  0.4539
O4 -3.594 0.642 -0.844  -0.2949
O5 -3.266 -1.758 -1.239  -0.3111
O6 -1.345 -0.302 -0.781  -0.5307
H3 0.591 3.700 -2.439  0.0279
H4 -1.159 2.476 -4.890  0.0947
H5 -2.302 1.181 -6.683  0.0936
H6 -3.475 -0.918 -6.140  0.0958
H7 -3.578 -1.714 -3.766  0.1112
C15 -1.309 -3.080 1.173  -0.0819
C16 -0.986 -4.281 0.285  -0.3598
C17 0.269 -5.009 0.779  -0.0634
C18 -0.863 -4.048 -1.226  -0.1291
C19 -1.651 -4.915 -1.982  -0.0676
C20 -1.589 -4.979 -3.360  -0.1075
C21 -0.654 -4.184 -3.992  -0.0718
C22 0.166 -3.289 -3.302  -0.1305
C23 1.188 -2.576 -4.186  -0.3692
C24 2.609 -2.584 -3.612  -0.0799
C25 0.769 -1.160 -4.591  -0.0521
C26 0.008 -3.136 -1.896  -0.2065
N3 0.642 -2.097 -1.206  -0.1237
H8 -1.426 -3.413 2.210  0.0787
H9 -2.227 -2.592 0.849  0.0656
H10 -0.521 -2.345 1.145  -0.0347
H11 -1.822 -4.973 0.390  0.1101
H12 1.147 -4.382 0.647  0.0409
H13 0.429 -5.936 0.218  0.0776
H14 0.181 -5.253 1.844  0.0769
H15 -2.335 -5.570 -1.452  0.1014
H16 -2.230 -5.648 -3.923  0.0867
H17 -0.543 -4.245 -5.070  0.0999
H18 1.211 -3.164 -5.105  0.1088
H19 2.692 -1.906 -2.766  0.0394
H20 3.323 -2.261 -4.379  0.0740
H21 2.893 -3.586 -3.275  0.0735
H22 0.775 -0.481 -3.748  0.0335
H23 -0.239 -1.156 -5.020  0.0687
H24 1.465 -0.766 -5.343  0.0804
C27 4.994 -1.747 0.996  -0.0839
C28 3.575 -2.138 0.584  -0.6515
C29 2.832 -2.581 1.852  -0.0762
C30 3.648 -3.307 -0.406  -0.0814
C31 2.885 -0.916 -0.038  -0.2762
H25 5.508 -2.595 1.465  0.0769
H26 4.973 -0.918 1.711  0.0793
H27 5.577 -1.430 0.125  0.0805
H28 3.285 -3.500 2.252  0.0829
H29 1.782 -2.763 1.656  0.0359
H30 2.886 -1.803 2.618  0.0744
H31 3.972 -4.224 0.103  0.0787
H32 4.363 -3.085 -1.206  0.0759
H33 2.679 -3.481 -0.870  0.0438
H34 3.563 -0.082 0.026  -0.0257

***

Here is a structure of composition C22H26AuN4 from the OMol25 dataset. Energies are from ωB97M-V/def2-TZVPD.

Values from the calculation:
Charge   -1

Each line ends with the Löwdin charge.
Element x y z (Å)
Au1 -0.533 0.993 0.311  0.8132
C1 -3.006 -1.659 -0.951  -0.2082
C2 -2.410 -2.362 0.286  -0.1857
C3 -0.867 -2.285 0.382  -0.2416
N1 -0.362 -1.198 1.176  -0.0508
C4 0.184 -1.286 2.342  -0.2427
C5 0.287 -2.519 3.063  -0.0428
C6 0.729 -2.829 4.326  -0.1312
C7 1.218 -2.006 5.341  -0.1601
C8 1.452 -0.647 5.229  -0.1299
C9 1.321 0.194 4.137  -0.0584
C10 0.839 -0.007 2.818  -0.2459
N2 0.975 0.925 1.903  -0.0894
C11 1.833 2.065 2.112  -0.2755
C12 2.037 2.926 0.851  -0.2001
C13 2.283 2.176 -0.477  -0.2605
N3 1.019 2.060 -1.165  -0.0473
C14 0.846 1.404 -2.262  -0.2826
C15 1.876 0.721 -2.982  -0.0498
C16 1.903 0.288 -4.285  -0.1341
C17 0.958 0.464 -5.303  -0.1649
C18 -0.318 0.991 -5.160  -0.1363
C19 -1.019 1.300 -4.006  -0.0708
C20 -0.603 1.237 -2.645  -0.2415
N4 -1.454 1.115 -1.649  -0.0824
C21 -2.835 0.749 -1.887  -0.2627
C22 -3.348 -0.166 -0.765  -0.2155
H1 -3.916 -2.190 -1.245  0.0947
H2 -2.298 -1.775 -1.777  0.1017
H3 -2.683 -3.421 0.247  0.0937
H4 -2.849 -1.952 1.199  0.1087
H5 -0.482 -2.110 -0.629  0.1048
H6 -0.485 -3.266 0.693  0.0863
H7 -0.068 -3.377 2.505  0.0747
H8 0.664 -3.884 4.580  0.0902
H9 1.444 -2.475 6.292  0.0751
H10 1.820 -0.163 6.130  0.0910
H11 1.635 1.214 4.326  0.0725
H12 2.813 1.707 2.464  0.1147
H13 1.446 2.731 2.901  0.1066
H14 2.867 3.609 1.060  0.0938
H15 1.141 3.529 0.691  0.0890
H16 2.713 1.186 -0.266  0.1088
H17 3.022 2.718 -1.086  0.1081
H18 2.778 0.547 -2.405  0.0835
H19 2.819 -0.210 -4.591  0.0892
H20 1.258 0.163 -6.301  0.0721
H21 -0.872 1.120 -6.086  0.0894
H22 -2.047 1.612 -4.152  0.0826
H23 -2.939 0.240 -2.853  0.1008
H24 -3.462 1.651 -1.925  0.1126
H25 -4.431 -0.047 -0.670  0.0983
H26 -2.894 0.196 0.162  0.0546

***

Here is a cluster of 8 separate species, C20H59N3O12 in total from the OMol25 dataset. Energies are from ωB97M-V/def2-TZVPD.

Values from the calculation:
SMILES   COC[C@H](C)N.COC[C@H](C)N.COC[C@H](C)N.OCCO.OCCO.OCCO.OCCO.O
ΔE to the lowest compared entry with this formula, charge and spin   63.2 kJ/mol

Each line ends with the Löwdin charge.
Element x y z (Å)
C1 -27.644 -5.206 -5.830  -0.0503
C2 -28.798 -4.946 -4.827  -0.4261
C3 -28.348 -4.214 -3.576  -0.1820
O1 -29.399 -4.060 -2.612  -0.2361
C4 -29.074 -3.467 -1.354  -0.0675
N1 -29.783 -4.106 -5.539  0.0622
H1 -26.938 -5.918 -5.403  0.0638
H2 -27.064 -4.301 -6.010  0.0791
H3 -28.090 -5.562 -6.759  0.0830
H4 -29.164 -5.911 -4.475  0.1015
H5 -27.947 -3.229 -3.817  0.1288
H6 -27.514 -4.710 -3.079  0.1108
H7 -28.773 -2.423 -1.442  0.0933
H8 -28.368 -4.068 -0.781  0.0756
H9 -29.910 -3.458 -0.656  0.0956
H10 -29.324 -3.209 -5.466  0.0710
H11 -30.615 -4.048 -4.970  0.0551
C5 -23.507 -7.569 -3.941  -0.0540
C6 -22.028 -7.198 -3.646  -0.4130
C7 -21.903 -5.744 -3.051  -0.1762
O2 -22.519 -4.757 -3.908  -0.2021
C8 -21.815 -4.512 -5.117  -0.1162
N2 -21.466 -8.173 -2.700  0.0235
H12 -23.607 -8.423 -4.611  0.0738
H13 -23.980 -6.716 -4.426  0.0675
H14 -24.004 -7.932 -3.041  0.0611
H15 -21.485 -7.387 -4.572  0.1274
H16 -20.899 -5.444 -2.750  0.1137
H17 -22.370 -5.757 -2.067  0.1153
H18 -22.168 -3.573 -5.544  0.0842
H19 -22.144 -5.211 -5.886  0.0788
H20 -20.726 -4.518 -5.081  0.0911
H21 -20.522 -7.909 -2.457  0.0662
H22 -22.051 -8.175 -1.876  0.0601
C9 -29.326 -10.212 -1.860  -0.0470
C10 -29.928 -8.839 -1.596  -0.3464
C11 -28.885 -7.676 -1.764  -0.1484
O3 -27.797 -7.800 -0.850  -0.1859
C12 -26.725 -6.866 -1.099  -0.0673
N3 -31.185 -8.672 -2.385  0.0518
H23 -29.121 -10.631 -0.875  0.0838
H24 -28.413 -10.237 -2.455  0.0774
H25 -30.030 -10.937 -2.267  0.0550
H26 -30.184 -8.838 -0.537  0.1351
H27 -29.395 -6.717 -1.668  0.1119
H28 -28.513 -7.699 -2.788  0.1115
H29 -27.025 -5.824 -1.211  0.0591
H30 -26.214 -7.024 -2.049  0.0784
H31 -25.971 -6.765 -0.319  0.0827
H32 -31.126 -7.727 -2.736  0.0333
H33 -31.071 -9.267 -3.194  0.0593
C13 -26.707 -7.141 2.517  -0.2805
C14 -25.229 -7.457 2.738  -0.2604
O4 -25.043 -8.681 3.410  -0.0572
O5 -27.445 -8.059 1.798  -0.0334
H34 -26.678 -6.130 2.111  0.1045
H35 -27.205 -6.910 3.459  0.1236
H36 -24.763 -6.623 3.264  0.1102
H37 -24.637 -7.535 1.826  0.1053
H38 -24.155 -9.034 3.314  0.0827
H39 -27.214 -8.135 0.869  0.0444
C15 -33.692 -12.542 -3.758  -0.2488
C16 -32.311 -12.601 -3.105  -0.2477
O6 -31.873 -13.932 -3.208  -0.0638
O7 -34.663 -13.171 -2.947  -0.0598
H40 -33.751 -13.061 -4.714  0.1199
H41 -33.955 -11.504 -3.963  0.1061
H42 -32.241 -12.433 -2.030  0.1204
H43 -31.613 -11.927 -3.601  0.0947
H44 -31.220 -14.133 -2.534  0.0855
H45 -35.511 -12.885 -3.294  0.0862
C17 -34.213 -9.992 -1.119  -0.2356
C18 -34.538 -8.591 -1.648  -0.2417
O8 -34.191 -8.258 -2.982  -0.0691
O9 -32.904 -10.057 -0.628  -0.0904
H46 -34.279 -10.788 -1.861  0.0849
H47 -34.900 -10.319 -0.338  0.1200
H48 -34.124 -7.838 -0.977  0.1152
H49 -35.567 -8.297 -1.446  0.1092
H50 -33.233 -8.215 -3.028  0.0337
H51 -32.290 -9.716 -1.284  0.0092
C19 -27.543 -9.334 -6.168  -0.2130
C20 -28.831 -8.564 -5.765  -0.1908
O10 -29.574 -9.517 -4.980  -0.0817
O11 -27.669 -10.095 -7.411  -0.0585
H52 -27.236 -9.963 -5.333  0.1154
H53 -26.714 -8.628 -6.220  0.1046
H54 -29.302 -8.206 -6.681  0.1248
H55 -28.505 -7.679 -5.220  0.0708
H56 -29.722 -10.326 -5.476  0.0845
H57 -28.249 -10.816 -7.157  0.0681
O12 -31.266 -5.846 -3.085  -0.0433
H58 -30.709 -5.098 -2.869  -0.0102
H59 -31.976 -5.473 -3.608  0.0589

***

Here is the ion C17H27 with charge +1 from the OMol25 dataset. Energies are from ωB97M-V/def2-TZVPD.

Values from the calculation:
ΔE to the lowest compared entry with this formula, charge and spin   0.0 kJ/mol
Charge   +1

Each line ends with the Löwdin charge.
Element x y z (Å)
C1 -2.349 0.718 -4.256  -0.0362
C2 -2.066 0.132 -2.852  -0.3541
C3 -3.090 0.720 -1.868  -0.0380
C4 -0.658 0.197 -2.465  -0.0382
C5 0.335 -0.116 -3.524  0.0044
C6 -0.149 0.519 -1.090  -0.0714
H1 -1.718 0.283 -5.036  0.0788
H2 -3.393 0.541 -4.539  0.0999
H3 -2.186 1.805 -4.232  0.1068
H4 -2.265 -0.951 -2.944  0.1903
H5 -2.978 0.283 -0.871  0.0717
H6 -2.963 1.811 -1.830  0.1037
H7 -4.105 0.497 -2.230  0.1008
H8 0.258 -1.158 -3.867  0.1369
H9 0.190 0.501 -4.423  0.1112
H10 1.381 0.020 -3.218  0.1032
H11 0.851 0.989 -1.202  0.1472
H12 -0.810 1.238 -0.568  0.1453
C7 0.785 -1.831 -0.762  -0.0524
C8 0.030 -0.659 -0.140  -0.2886
C9 0.597 -0.231 1.242  -0.1035
C10 -0.291 -0.050 2.322  -0.2052
C11 -1.760 -0.387 2.244  -0.0435
C12 0.191 0.350 3.570  -0.0047
C13 1.548 0.545 3.804  -0.2554
C14 2.044 0.971 5.155  -0.0421
C15 2.433 0.281 2.756  0.0006
C16 1.980 -0.097 1.486  -0.2007
C17 3.075 -0.441 0.521  -0.0484
H13 0.113 -2.375 -1.436  0.0886
H14 1.666 -1.498 -1.317  0.0682
H15 1.095 -2.522 0.032  0.1069
H16 -0.983 -1.031 0.036  0.1157
H17 -2.205 -0.188 3.227  0.0827
H18 -2.329 0.196 1.505  0.0705
H19 -1.918 -1.454 2.023  0.0948
H20 -0.504 0.457 4.409  0.1266
H21 3.129 1.106 5.140  0.0791
H22 1.572 1.910 5.472  0.0904
H23 1.801 0.206 5.904  0.0909
H24 3.506 0.320 2.957  0.1201
H25 4.041 -0.173 0.965  0.0850
H26 3.099 -1.522 0.338  0.0840
H27 2.998 0.086 -0.437  0.0780

***

Across the entries above, E_LUMO takes the values 4.128, -2.948, 4.355, 3.281, 0.219, -5.792 eV, respectively.
Across the entries above, max |F| takes the values 3.530, 1.031, 2.155, 0.586, 2.706, 2.132 eV Å⁻¹, respectively.